This record from the OMol25 dataset describes one molecule with the formula C23H24N2O3S. The level of theory is ωB97M-V/def2-TZVPD.

- LUMO energy (Ha) = 0.018
- energy relative to the best compared isomer or geometry (same formula, charge and spin) (eV) = 0.000
- orbital gap (eV) = 8.20

Atoms and positions in Å:
C -4.10156 0.28032 3.95097
C -3.05244 1.33505 3.62438
O -2.40007 1.05902 2.39248
C -1.36299 0.20238 2.42452
O -0.98142 -0.31996 3.46980
C -0.78985 -0.01664 1.12210
C 0.28645 -0.85328 0.96735
N 0.92173 -1.39767 2.02666
N 0.78173 -1.14402 -0.29665
C 1.95556 -1.93997 -0.41696
C 3.15634 -1.34500 -0.78061
C 4.29912 -2.11302 -0.89836
C 4.27096 -3.48109 -0.65157
C 5.51834 -4.30122 -0.75715
C 3.06460 -4.06571 -0.28432
C 1.91380 -3.30799 -0.16824
C 0.12133 -0.71407 -1.43078
C -0.90796 0.15720 -1.35769
C -1.62777 0.62474 -2.53707
O -2.56378 1.39707 -2.46548
C -1.11961 0.11989 -3.87523
C -0.55190 -1.28516 -3.75553
C 0.58280 -1.29244 -2.73747
C -1.33465 0.77062 -0.04610
C -0.82456 2.18261 0.02372
C 0.45279 2.61141 -0.17518
C 0.60056 4.00609 -0.01269
C -0.56905 4.61451 0.30984
S -1.86930 3.49525 0.41935
H -3.62147 -0.68456 4.09577
H -4.81801 0.20085 3.13679
H -4.62556 0.55435 4.86231
H -3.51173 2.31631 3.48554
H -2.30395 1.38149 4.42306
H 1.53859 -2.18185 1.91144
H 0.44351 -1.23358 2.91241
H 3.18776 -0.28226 -0.96760
H 5.22897 -1.64337 -1.18324
H 6.05835 -4.27687 0.18988
H 6.17699 -3.90809 -1.52782
H 5.28463 -5.33828 -0.98480
H 3.02296 -5.12780 -0.09198
H 0.97633 -3.77403 0.10107
H -1.93542 0.16496 -4.59781
H -0.33964 0.81110 -4.20919
H -0.18449 -1.63256 -4.72316
H -1.33889 -1.96764 -3.42709
H 0.94996 -2.31033 -2.58960
H 1.41811 -0.69508 -3.11869
H -2.42828 0.80665 -0.00451
H 1.26429 1.95103 -0.42852
H 1.53448 4.52719 -0.13163
H -0.74925 5.65565 0.49026

This record from the OMol25 dataset describes a 22-piece molecular cluster, C11H62BrNO26S overall at a distorted geometry. The level of theory is ωB97M-V/def2-TZVPD.

- LUMO energy (Ha) = -0.015
- orbital gap (eV) = 9.48

Atoms and positions in Å:
C -1.40661 0.12172 2.02365
C -2.16864 -0.21429 0.73699
C -1.33099 0.20789 -0.46191
O -2.30779 0.68654 -1.46115
S -2.03947 0.16826 -2.92220
O -1.41630 1.05449 -3.83636
O -3.25825 -0.37831 -3.32782
O -0.91178 -0.88537 -2.54011
C -0.48669 -0.82431 -1.16674
Br -0.76194 -2.69802 -0.56867
C 1.02444 -0.66056 -1.14347
C 1.60954 0.55204 -1.86590
C 1.29481 1.91822 -1.25540
C 1.62853 2.06318 0.24110
N 2.70677 1.15300 0.65327
C 4.04038 1.59040 0.20809
C 2.64235 0.73855 2.01569
C 3.39564 1.35770 3.19943
O 1.90321 -0.15669 2.27349
H -1.64258 1.11165 2.38791
H -0.32849 0.05713 1.89651
H -1.69511 -0.58837 2.78555
H -3.05894 0.39926 0.72072
H -2.50751 -1.23943 0.71149
H -0.85685 1.11999 -0.13855
H 1.33284 -0.72671 -0.10736
H 1.42330 -1.54033 -1.62705
H 2.67958 0.40195 -1.90231
H 1.27568 0.53973 -2.89381
H 0.26281 2.16690 -1.47938
H 1.88790 2.64881 -1.79551
H 1.81532 3.11096 0.46612
H 0.73527 1.77364 0.78189
H 4.63093 2.09967 0.95668
H 3.89995 2.30036 -0.59917
H 4.56587 0.75320 -0.22852
H 3.88787 0.53060 3.70194
H 4.15079 2.08579 2.94674
H 2.69762 1.75280 3.91930
O 0.48948 2.98916 3.07463
H 0.61481 3.22660 4.00186
H 0.93089 2.13785 2.98413
O -0.75340 -2.38656 4.00801
H -0.01675 -1.77176 3.90449
H -0.38262 -3.13305 4.49304
O 0.41994 -5.35778 1.86172
H 1.18246 -4.80651 2.07037
H -0.15841 -4.77344 1.35800
O 4.65931 -0.99442 4.89356
H 4.52431 -1.82114 4.41691
H 4.85292 -1.28261 5.79365
O 3.57121 -2.68633 1.09895
H 4.20725 -2.55402 0.38473
H 3.21136 -1.80398 1.24838
O -3.81283 0.84261 -6.15777
H -3.20638 0.88224 -5.40725
H -4.67957 0.78641 -5.73562
O 5.66337 -4.74270 1.47329
H 5.07517 -4.00323 1.67967
H 5.36523 -5.04602 0.60769
O -3.40217 -1.13444 5.39496
H -3.09729 -0.22257 5.31249
H -2.71072 -1.65406 4.96633
O -7.59536 0.16871 -6.56596
H -7.30615 1.08939 -6.63252
H -6.88120 -0.34833 -6.95427
O -1.53081 -4.41853 -3.49902
H -1.76971 -3.48556 -3.49794
H -2.32437 -4.86141 -3.17505
O 5.82908 3.37378 4.23555
H 6.57218 3.98719 4.19983
H 6.15834 2.63325 4.75788
O 1.25849 -0.11003 -5.16921
H 0.33594 0.02224 -4.92191
H 1.22712 -0.45646 -6.06763
O 8.06489 -2.72237 0.34280
H 8.73260 -3.20994 0.83775
H 7.23000 -3.07935 0.66955
O -9.92320 1.77589 -5.69707
H -9.52610 2.62709 -5.46929
H -9.18855 1.23717 -6.01875
O 6.50997 0.77822 1.97631
H 6.61451 1.00632 2.90664
H 6.94771 -0.07743 1.88881
O -4.12886 -3.12051 -1.67261
H -3.51700 -2.43852 -1.97154
H -4.99687 -2.77570 -1.91296
O -1.88663 2.49270 5.11285
H -1.25581 2.61972 4.39271
H -2.25521 3.36899 5.27150
O -6.13515 2.80309 -6.17923
H -5.72657 3.64699 -5.96000
H -5.40291 2.24205 -6.46511
O -9.83528 4.20813 -4.17412
H -10.14779 5.11715 -4.11087
H -10.58772 3.67237 -3.89421
O 5.66983 -3.50490 6.13959
H 5.39379 -4.32153 5.70728
H 6.60416 -3.64271 6.33232
O -4.69652 2.68145 -1.11093
H -4.42636 3.60232 -1.19736
H -3.96553 2.17675 -1.48522

This record from the OMol25 dataset describes a 2-piece molecular cluster, C5H13N overall at a distorted geometry. The level of theory is ωB97M-V/def2-TZVPD.

- LUMO energy (Ha) = -0.040
- energy relative to the best compared isomer or geometry (same formula, charge and spin) (eV) = 6.920
- orbital gap (eV) = 6.19

Atoms and positions in Å:
C 2.28776 -0.51900 -0.44243
C -0.23098 -0.10064 1.47403
C -0.32158 -0.89784 0.27233
C -1.39601 -0.36710 -0.67420
C -1.00022 0.99107 -1.33060
N -0.91747 1.12676 1.65089
H 2.73695 -0.63644 0.54999
H 2.84151 0.25594 -0.96933
H 2.53776 -1.44067 -0.98787
H -0.09851 -0.65554 2.39908
H -0.62425 -1.90299 0.56637
H 1.09558 -0.75745 -0.32192
H -2.29369 -0.11413 -0.08621
H -1.59053 -1.09510 -1.45735
H -0.35616 0.82651 -2.19335
H -0.53438 1.57622 -0.56033
H -1.85669 1.53824 -1.72147
H -0.82204 1.47072 2.60100
H 0.54296 0.70143 1.23137